No. 1
The following is a DFT calculation (the ωB97M-V functional and the def2-TZVPD basis) of a molecular structure, C27H27CaCl2N6O2S5.

Structure (XYZ):
```
70
Properties=species:S:1:pos:R:3
Ca -0.31165 -0.45793 -1.09858
N 2.82610 -2.43956 -1.74635
C 2.59478 -1.42223 -2.65530
N 1.44574 -0.86303 -2.87494
C 1.52316 0.10210 -3.85387
C 2.75488 0.28235 -4.38402
S 3.86595 -0.82560 -3.67428
C 0.32174 0.88640 -4.15433
C 0.01907 1.42541 -5.35290
S -1.49799 2.23833 -5.25325
C -1.61059 1.79560 -3.56291
N -0.59001 1.10564 -3.13766
N -2.65818 2.18227 -2.79620
H 1.95822 -2.74265 -1.31958
H 3.48744 -2.15674 -1.03135
H 3.06940 1.02668 -5.09645
H 0.55395 1.33439 -6.28329
H -3.50591 2.40575 -3.29159
H -2.81238 1.57988 -1.97171
C 3.29671 4.80122 4.45627
C 3.08503 3.75386 3.39418
C 1.91285 3.72811 2.64238
C 1.70253 2.74875 1.68520
C 2.66926 1.77518 1.48130
C 3.84996 1.79045 2.20808
C 4.05181 2.77969 3.15836
S 2.37323 0.51512 0.26823
O 1.75422 1.19196 -0.86541
O 3.65871 -0.12028 0.04598
N 1.25743 -0.47569 0.75721
C 1.34962 -1.40003 1.77346
C 2.27572 -1.45339 2.79259
C 2.17733 -2.42249 3.81298
C 1.16789 -3.34079 3.83619
C 0.20698 -3.34069 2.79335
C -0.87379 -4.24916 2.72402
C -1.74329 -4.19310 1.67272
C -1.53376 -3.24013 0.65508
N -0.54769 -2.37926 0.68995
C 0.30936 -2.39614 1.75201
H 2.67252 5.67627 4.27577
H 4.33891 5.12102 4.49385
H 3.03615 4.40514 5.44097
H 1.15043 4.48203 2.80597
H 0.80002 2.73861 1.09037
H 4.60280 1.03831 2.00879
H 4.97811 2.79819 3.72203
H 3.08339 -0.73393 2.82255
H 2.92063 -2.42188 4.60128
H 1.08859 -4.07156 4.63246
H -0.99724 -4.98147 3.51496
H -2.58260 -4.87221 1.59872
H -2.17810 -3.18859 -0.21749
C -4.34311 -2.44275 -3.56872
C -3.41565 -1.76056 -2.56584
S -1.71952 -2.21258 -2.74196
C -3.93264 -0.90392 -1.66123
C -5.42061 -0.61432 -1.60808
S -3.00877 0.01372 -0.44584
H -3.74657 -2.93561 -4.33290
H -5.01594 -1.73379 -4.06037
H -4.96465 -3.20562 -3.08558
H -6.01744 -1.40375 -2.06712
H -5.66138 0.32861 -2.11719
H -5.73829 -0.50141 -0.57025
Cl -3.08235 3.84083 2.76156
C -2.84294 2.32151 1.85633
Cl -1.42300 1.43675 2.42235
H -2.70363 2.56077 0.81157
H -3.71092 1.69196 1.98747
```

Values from the calculation:
LUMO: 2.355 eV
multiplicity: 1
gap between HOMO and LUMO: 5.463 eV
HOMO: -3.11 eV
net charge: -1

No. 2
The following is a DFT calculation (the ωB97M-V functional and the def2-TZVPD basis) of a molecular structure, C27H27Cl2HfN5O5S2.

Structure (XYZ):
```
69
Properties=species:S:1:pos:R:3
Hf -0.18700 -0.32400 0.05840
N -4.45370 -0.71440 -1.49570
C -3.20040 -0.87000 -1.05810
S -2.84950 -0.21780 0.53500
N -2.33270 -1.44060 -1.83150
N -1.03780 -1.56850 -1.44670
C -0.31830 -2.38710 -2.16030
C 1.04590 -2.68700 -1.88770
C 1.77250 -3.42560 -2.84210
C 3.08590 -3.76680 -2.63210
C 3.70230 -3.41070 -1.43430
C 2.99880 -2.74200 -0.45310
C 1.66360 -2.36030 -0.64600
O 0.99130 -1.78690 0.34550
H -5.17040 -0.44750 -0.83780
H -4.72890 -1.19290 -2.34000
H -0.79900 -2.88710 -3.00060
H 1.27890 -3.72450 -3.75370
H 3.62980 -4.32740 -3.37510
H 4.73060 -3.68550 -1.25860
H 3.45500 -2.52860 0.50240
O -0.20500 -0.01700 7.84870
C -0.66520 1.05690 7.21960
O -1.11330 1.99090 7.81610
C -0.59980 1.07740 5.70460
C -1.05680 2.24820 5.09720
C -1.04480 2.39740 3.72890
C -0.59000 1.35630 2.90270
C -0.12690 0.17920 3.51510
C -0.13290 0.04300 4.89340
N -0.58640 1.40120 1.49630
C -1.09600 2.41510 0.87330
C -1.26450 2.44880 -0.56250
C -1.83370 3.56260 -1.18840
C -2.05580 3.53100 -2.55460
C -1.69220 2.39300 -3.26340
C -1.12390 1.33390 -2.57510
N -0.92850 1.34280 -1.25790
H 0.11670 -0.73250 7.28770
H -1.43070 3.03730 5.73360
H -1.39220 3.33460 3.32640
H 0.22790 -0.64570 2.90080
H 0.21650 -0.89330 5.31240
H -1.51770 3.26640 1.40200
H -2.10660 4.42730 -0.60330
H -2.50980 4.37060 -3.05550
H -1.85830 2.32510 -4.32530
H -0.82130 0.43830 -3.10390
O -1.79850 -2.95900 1.25100
C -1.31250 -1.94980 1.46280
O 1.47850 0.49680 -1.14220
S 2.19260 1.46860 -2.09270
C 3.63920 0.51340 -2.65900
C 4.67420 0.64470 -1.55860
C 4.68160 2.11720 -1.15990
C 3.22870 2.56620 -1.02860
H 3.96880 0.97340 -3.58920
H 3.31430 -0.50940 -2.84010
H 5.65770 0.32410 -1.90300
H 4.37530 0.02250 -0.71360
H 5.18090 2.70670 -1.92930
H 5.21710 2.26690 -0.22270
H 3.07960 3.58540 -1.37820
H 2.85320 2.48060 -0.01160
Cl 2.25100 0.45130 1.48960
C 3.37690 0.24190 2.86500
Cl 4.10130 1.79930 3.29620
H 4.16320 -0.44470 2.55300
H 2.81230 -0.13880 3.71490
```

Values from the calculation:
LUMO: -7.215 eV
multiplicity: 1
energy above the lowest of the compared OMol25 structures with the same formula, charge and spin: 148.92 kJ/mol
gap between HOMO and LUMO: 6.303 eV
HOMO: -13.52 eV
net charge: +2